(1)
144
Properties=species:S:1:pos:R:3:forces:R:3 method="wB97M-V/def2-TZVPD" total_charge=0 mol_weight_g_mol=1286.90 homo_energy_ev=-10.5 e_above_lowest_kj_mol=687.6 gap_ev=10.13
C 5.900 -16.006 -23.349 -1.966 -0.397 0.134
C 7.055 -15.303 -22.733 0.734 0.701 -0.991
O 7.598 -16.118 -21.686 1.778 0.112 2.096
C 8.408 -15.573 -20.688 -1.568 3.600 -2.250
O 8.626 -14.345 -20.592 -0.512 -4.476 -0.105
C 8.929 -16.620 -19.654 -0.128 1.770 1.172
F 9.891 -15.956 -18.986 -0.187 -0.471 0.096
F 7.947 -16.918 -18.750 0.737 -0.016 -1.079
F 9.462 -17.707 -20.145 -0.332 -0.514 -0.399
H 4.978 -15.565 -22.970 -0.236 -0.289 0.082
H 5.863 -17.076 -23.141 0.229 0.058 0.204
H 5.817 -15.926 -24.433 0.440 0.264 0.007
H 6.822 -14.287 -22.414 -0.050 -0.218 0.461
H 7.728 -15.173 -23.580 1.021 -0.091 0.582
C 4.753 -13.293 -17.095 -0.799 -0.355 1.013
C 4.141 -14.272 -18.117 0.106 0.772 0.038
O 3.912 -15.642 -17.652 0.829 0.125 -0.607
C 3.006 -15.910 -16.745 -0.829 3.024 1.234
O 2.381 -15.107 -16.052 1.147 -1.411 -1.712
C 2.775 -17.381 -16.490 0.478 -0.502 -0.385
F 3.636 -18.207 -17.220 -1.786 1.094 1.480
F 2.918 -17.526 -15.183 0.882 -0.979 0.336
F 1.491 -17.649 -16.723 0.193 -0.633 -0.890
H 5.605 -13.686 -16.539 0.120 -0.426 -0.380
H 4.029 -13.065 -16.312 -0.154 0.002 -0.069
H 5.082 -12.327 -17.479 -0.168 -0.231 -0.639
H 4.811 -14.290 -18.977 0.082 -0.869 0.136
H 3.185 -13.964 -18.541 -0.086 0.400 0.413
C 5.886 -15.561 -30.287 -0.665 0.015 0.298
C 5.297 -16.191 -31.518 1.284 -1.538 -0.523
O 6.434 -16.949 -32.111 0.636 -0.855 -2.413
C 6.318 -17.779 -33.236 -6.478 1.542 1.802
O 5.220 -18.007 -33.814 4.347 0.944 1.873
C 7.593 -18.482 -33.595 -1.294 1.621 1.483
F 7.948 -17.966 -34.715 2.213 1.890 -2.324
F 8.478 -18.319 -32.609 0.588 -0.564 -0.594
F 7.332 -19.699 -33.872 -0.046 -3.407 0.565
H 6.635 -14.800 -30.510 0.069 -0.233 -0.035
H 6.258 -16.331 -29.611 0.269 0.134 -0.107
H 5.062 -15.072 -29.767 -0.016 0.171 0.111
H 4.914 -15.441 -32.210 -0.138 -0.414 -0.163
H 4.639 -17.029 -31.286 -0.769 0.695 0.029
C 1.158 -6.707 -25.999 -0.019 -0.827 -0.748
C 2.449 -6.556 -26.825 -0.689 0.260 1.503
O 2.144 -6.092 -28.168 -0.464 -0.383 -1.078
C 1.492 -6.827 -29.100 -0.395 -3.310 2.713
O 1.118 -8.026 -28.959 1.447 4.834 -0.923
C 1.230 -5.999 -30.397 -1.127 -0.639 -0.172
F 1.699 -4.752 -30.478 -0.300 -0.551 0.655
F 1.737 -6.690 -31.391 0.834 -0.456 -0.879
F -0.113 -6.002 -30.617 0.500 0.571 0.496
H 0.716 -7.623 -26.391 -0.900 0.443 -0.265
H 0.573 -5.791 -26.088 -0.325 -0.314 -0.264
H 1.197 -6.943 -24.936 1.003 0.318 0.073
H 3.030 -7.478 -26.789 0.015 0.100 -0.517
H 2.998 -5.738 -26.360 0.407 -0.059 -0.574
C 10.989 -9.096 -23.461 0.000 -0.661 -0.531
C 12.237 -8.896 -22.610 -0.716 0.804 0.384
O 12.867 -10.183 -22.487 0.850 -1.223 -0.598
C 14.114 -10.211 -22.007 -0.839 3.343 2.594
O 14.520 -9.275 -21.305 0.061 -2.243 -2.093
C 14.894 -11.542 -22.012 -0.297 -0.677 0.984
F 14.354 -12.543 -22.769 1.113 1.455 0.272
F 16.204 -11.322 -22.221 -1.091 -0.465 -0.799
F 14.806 -11.964 -20.731 -0.073 -0.183 -0.258
H 11.263 -9.260 -24.503 -0.197 0.266 -0.085
H 10.175 -8.378 -23.358 0.676 0.742 -0.093
H 10.436 -9.990 -23.172 0.511 -0.415 0.309
H 11.911 -8.430 -21.680 0.265 -0.738 0.630
H 13.011 -8.198 -22.929 -0.269 -0.008 -0.715
C -2.170 -24.189 -27.453 -0.236 0.715 -1.113
C -1.357 -23.174 -28.370 -2.014 -3.523 0.419
O -1.240 -21.935 -27.781 1.090 1.681 1.820
C -0.433 -21.805 -26.700 2.714 -1.284 -0.206
O 0.551 -22.523 -26.457 -3.360 2.171 -0.386
C -0.808 -20.483 -25.864 1.055 -2.302 -0.867
F -0.657 -19.433 -26.669 -1.247 0.169 0.119
F -2.082 -20.694 -25.388 1.713 1.250 -0.290
F 0.113 -20.311 -24.907 -1.254 -0.315 0.238
H -2.211 -25.059 -28.109 -0.150 -0.396 0.412
H -3.195 -23.872 -27.265 -0.048 0.247 -0.254
H -1.787 -24.452 -26.467 0.678 0.126 -0.310
H -1.936 -23.042 -29.284 -0.055 0.282 0.147
H -0.528 -23.817 -28.667 1.109 1.193 0.268
C 1.586 -12.857 -25.269 -1.609 0.306 1.123
O 2.703 -12.122 -24.721 -0.379 0.756 0.582
C 2.524 -11.396 -23.522 1.433 -2.107 0.287
O 1.683 -11.561 -22.670 0.226 0.557 -1.406
O 3.687 -10.723 -23.370 0.028 0.020 -0.895
C 4.009 -9.986 -22.178 -1.266 -0.011 0.155
H 0.709 -12.223 -25.136 -0.177 -0.138 -0.098
H 1.356 -13.802 -24.777 0.439 0.131 0.728
H 1.579 -13.176 -26.311 1.274 0.885 -0.205
H 3.601 -10.515 -21.317 0.142 0.078 0.079
H 3.537 -9.005 -22.240 -0.064 -0.006 0.084
H 5.083 -9.828 -22.083 -0.092 -0.478 -0.410
C -2.613 -14.688 -22.031 -0.415 -0.149 1.350
O -2.606 -15.320 -23.306 3.005 0.691 3.322
C -3.605 -15.106 -24.051 -5.200 1.632 -0.666
O -4.614 -14.404 -23.843 2.292 -1.213 -0.468
O -3.398 -15.899 -25.046 -0.939 -2.131 -4.004
C -4.403 -16.173 -26.110 0.987 0.638 0.191
H -1.923 -13.851 -21.926 -0.048 0.013 -0.562
H -2.337 -15.422 -21.274 0.283 -0.231 -0.300
H -3.625 -14.394 -21.752 0.072 0.298 -0.345
H -5.241 -16.773 -25.757 -0.031 0.568 0.348
H -3.924 -16.761 -26.893 0.567 -0.184 0.519
H -4.643 -15.251 -26.640 -0.530 0.112 0.599
C 1.880 -1.565 -25.571 -1.000 1.027 -1.272
O 2.216 -2.083 -24.323 0.206 -0.539 1.429
C 2.421 -1.216 -23.296 0.031 1.992 0.602
O 2.438 0.022 -23.334 -0.075 -3.548 -0.490
O 2.660 -1.860 -22.127 -0.471 0.060 -0.130
C 2.259 -3.227 -21.822 0.314 0.105 -0.603
H 0.942 -1.012 -25.521 0.380 0.915 0.377
H 1.531 -2.295 -26.301 0.826 -0.982 0.464
H 2.713 -1.006 -25.998 -0.275 0.225 0.048
H 1.446 -3.560 -22.467 0.164 0.047 -0.028
H 1.949 -3.322 -20.782 -0.063 0.667 -0.066
H 3.132 -3.874 -21.917 -0.046 0.003 -0.339
C -2.249 -11.105 -31.029 0.176 -0.518 -0.076
C -2.654 -11.686 -29.717 1.090 2.788 -4.416
N -2.958 -12.129 -28.736 -1.022 -1.681 3.489
H -2.295 -10.036 -31.239 -0.307 0.164 1.130
H -2.868 -11.512 -31.828 0.184 -0.474 0.111
H -1.198 -11.354 -31.177 -0.099 -0.272 -0.210
C -0.138 -10.455 -17.733 0.299 0.607 -0.893
C 0.284 -9.219 -18.507 -1.444 -2.005 1.272
N 0.551 -8.277 -19.093 0.412 0.661 -0.443
H -0.423 -10.228 -16.706 0.728 0.119 0.035
H 0.667 -11.178 -17.869 0.101 0.063 0.670
H -1.019 -10.978 -18.104 -0.076 0.556 -0.678
C -3.127 -9.702 -23.603 1.381 -0.485 -1.181
C -3.946 -9.616 -22.451 -1.492 -0.016 1.145
N -4.628 -9.550 -21.526 0.341 0.007 -0.255
H -2.147 -10.052 -23.277 0.298 0.425 -0.010
H -3.058 -8.752 -24.133 0.110 -0.023 0.163
H -3.403 -10.472 -24.324 -0.630 0.050 0.147
C 9.521 -9.824 -17.028 0.012 -0.082 0.762
C 9.284 -9.107 -15.811 -0.114 1.376 2.732
N 9.104 -8.621 -14.774 0.150 -0.466 -1.385
H 8.762 -9.434 -17.706 0.451 -0.602 -0.623
H 9.379 -10.844 -16.672 -0.225 -0.342 -0.894
H 10.575 -9.702 -17.280 -0.265 0.104 -0.596

---

(2)
115
Properties=species:S:1:pos:R:3:forces:R:3 method="wB97M-V/def2-TZVPD" total_charge=0 mol_weight_g_mol=1115.16 homo_energy_ev="-5.1 / -7.3" multiplicity=6 e_above_lowest_kj_mol=122.5 gap_ev="5.50 / 6.53"
Ru 13.014 13.855 11.543 -0.102 -0.342 0.035
C 13.389 17.459 12.728 -0.138 0.009 0.199
P 12.507 15.862 12.922 -0.094 0.011 0.086
C 12.364 15.737 14.747 0.439 -0.170 -0.869
C 10.757 16.238 12.436 0.387 0.432 -0.208
C 9.876 16.958 13.245 0.045 -0.165 0.017
C 8.551 17.170 12.847 0.325 0.383 0.799
C 8.095 16.708 11.621 0.346 -0.306 -0.057
C 9.002 16.074 10.777 0.484 -0.020 0.058
C 10.342 15.841 11.159 -0.861 0.296 -0.135
P 11.569 15.054 10.060 -0.585 -0.393 -0.209
C 10.551 14.456 8.659 -0.896 0.033 0.922
C 12.421 16.404 9.209 -0.201 0.206 -0.582
H 12.841 18.226 13.249 -0.430 0.459 0.154
H 13.554 17.789 11.707 -0.051 -0.224 -0.090
H 14.341 17.406 13.240 0.380 -0.295 -0.007
H 12.294 16.749 15.089 -0.396 0.533 0.614
H 13.274 15.306 15.162 0.022 -0.139 -0.020
H 11.514 15.108 15.003 -0.008 0.198 0.154
H 10.262 17.337 14.200 -0.475 -0.126 -0.314
H 7.910 17.726 13.537 0.020 -0.249 -0.352
H 7.054 16.811 11.316 0.278 0.127 0.103
H 8.673 15.767 9.794 -0.063 -0.062 0.000
H 10.028 15.282 8.182 -0.077 0.072 -0.082
H 9.813 13.715 9.020 0.385 0.448 -0.238
H 11.175 13.987 7.935 0.623 -0.364 -0.532
H 11.696 17.126 8.816 0.136 -0.114 -0.013
H 12.946 15.914 8.386 -0.073 0.174 -0.110
H 13.172 16.929 9.776 0.168 0.027 0.411
C 8.750 12.201 11.208 -0.764 -0.224 -0.317
As 10.572 11.540 11.014 0.816 0.122 -0.071
C 10.553 10.947 9.127 -0.289 0.653 0.331
C 10.214 9.798 11.867 -0.465 0.009 0.525
C 11.328 8.796 12.273 -0.589 -0.288 0.228
C 11.969 9.190 13.612 0.493 -0.296 -0.179
C 12.443 8.615 11.248 0.000 -0.003 -1.270
As 13.660 10.147 10.983 -0.698 -0.135 0.295
C 14.615 9.542 9.391 0.196 0.359 0.199
C 14.996 9.765 12.345 0.425 -0.629 -0.349
C 10.676 7.378 12.326 0.073 -0.026 0.502
As 9.377 6.679 13.649 0.078 -0.179 -0.124
C 10.545 6.593 15.210 0.053 -0.217 0.396
C 8.331 8.209 14.256 -0.052 -0.599 -0.237
H 8.010 11.386 11.202 0.179 0.191 -0.190
H 8.483 12.946 10.443 0.104 -0.292 0.247
H 8.666 12.680 12.175 -0.008 0.231 0.256
H 9.558 10.576 8.868 0.172 -0.004 -0.100
H 11.296 10.172 9.024 0.169 -0.288 -0.128
H 10.838 11.801 8.502 -0.136 -0.374 0.017
H 9.488 9.298 11.204 0.186 0.135 0.143
H 9.652 10.115 12.777 0.385 -0.391 -0.554
H 12.518 10.132 13.515 0.158 -0.107 -0.124
H 12.660 8.384 13.949 -0.330 0.595 -0.169
H 11.265 9.399 14.401 -0.479 -0.180 0.195
H 12.027 8.374 10.231 0.227 0.126 0.849
H 13.031 7.751 11.557 0.166 -0.061 -0.091
H 15.124 8.592 9.527 -0.007 -0.106 -0.095
H 15.340 10.336 9.180 0.034 -0.252 -0.039
H 13.919 9.519 8.558 -0.072 -0.187 -0.138
H 15.017 8.728 12.691 -0.025 -0.058 -0.367
H 14.807 10.355 13.214 -0.023 0.690 0.510
H 15.966 10.020 11.911 -0.021 -0.013 0.191
H 11.463 6.626 12.460 0.106 0.116 -0.003
H 10.239 7.129 11.363 -0.075 0.193 -0.255
H 11.420 5.950 15.040 -0.098 0.408 -0.158
H 9.991 6.091 16.010 -0.045 0.247 -0.016
H 10.820 7.606 15.523 0.143 -0.422 0.077
H 7.661 8.489 13.466 -0.495 0.169 -0.328
H 8.922 9.053 14.516 0.582 0.695 0.363
H 7.765 7.873 15.115 -0.204 -0.009 0.192
Cl 14.133 13.459 7.488 -0.299 0.015 0.189
C 15.147 14.512 8.450 0.739 0.255 -0.964
C 15.740 15.600 7.778 -0.843 -1.259 -0.057
C 16.642 16.370 8.453 0.097 1.064 -0.024
C 17.014 16.061 9.755 0.001 -0.016 0.045
C 16.457 14.963 10.374 0.555 0.268 -0.117
C 15.480 14.169 9.748 -0.688 -0.111 1.493
C 14.781 13.146 10.603 0.675 0.573 -1.740
H 15.473 15.758 6.731 0.103 0.151 0.363
H 17.005 17.281 7.997 0.246 -0.082 -0.141
H 17.733 16.705 10.256 -0.052 -0.261 0.041
H 16.841 14.666 11.344 -0.374 0.108 0.109
H 14.394 12.336 9.982 0.089 0.126 0.172
H 15.469 12.797 11.350 0.223 -0.416 0.504
C 20.844 12.455 17.148 -0.226 -0.691 -0.659
C 19.485 12.696 16.483 1.289 -0.771 -0.001
C 19.323 12.500 15.116 -0.748 0.215 0.367
C 18.053 12.609 14.523 1.288 -0.284 -0.067
C 17.912 12.256 13.078 0.149 0.748 -0.343
C 16.961 12.975 15.294 0.006 0.049 0.879
Se 15.314 13.267 14.395 -0.428 -0.180 0.280
C 17.113 13.101 16.684 1.033 -0.216 -0.435
C 15.975 13.392 17.582 -0.683 -0.248 0.430
C 18.375 12.925 17.252 -0.892 0.757 0.716
H 21.676 12.767 16.488 -0.395 -0.183 0.372
H 20.960 11.360 17.377 -0.024 0.993 -0.222
H 20.902 12.997 18.083 0.118 0.130 0.218
H 20.196 12.231 14.539 -0.042 -0.032 -0.276
H 17.644 13.123 12.457 0.114 -0.156 0.131
H 17.134 11.536 12.940 -0.591 -0.477 -0.045
H 18.824 11.830 12.683 0.302 -0.002 -0.069
H 14.722 11.724 17.406 0.141 -0.064 0.148
H 15.786 14.462 17.598 -0.223 0.289 -0.051
H 16.221 13.110 18.627 -0.157 0.057 -0.608
H 18.451 13.082 18.346 0.114 -0.291 -0.655
N 10.729 12.346 14.511 0.676 0.019 0.210
C 12.098 12.654 14.560 -0.170 -0.536 0.640
O 12.682 12.907 13.458 -0.146 -0.052 0.156
C 12.782 12.615 15.788 0.305 0.118 -0.984
C 14.156 13.036 15.961 0.040 -0.108 0.274
N 14.759 12.709 17.178 -0.319 0.201 -0.190
C 12.050 12.233 16.928 0.240 0.269 0.319
N 11.491 11.973 17.903 -0.388 -0.237 0.169
H 10.211 12.369 15.384 0.162 0.092 -0.212
H 10.307 12.812 13.735 -0.469 0.139 -0.311

---

| no. | largest force on an atom (eV/Å) | E_tot (eV) |
| --- | --- | --- |
| 1 | 6.899 | -141355.927 |
| 2 | 1.953 | -331581.434 |